Computed, not measured: a molecular structure, C8H24BF4O4RbS4 in a non-equilibrium geometry, with wB97M-V/def2-TZVPD.

The geometry in XYZ format:
```
46
Properties=species:S:1:pos:R:3:forces:R:3
Rb 16.21188 24.45486 1.93482 -0.73 0.24 -0.46
B 14.95379 23.87128 -1.19959 -0.64 1.48 -0.85
F 15.97472 24.77821 -1.00499 2.10 1.05 -0.50
F 13.93958 24.44842 -0.47484 -1.96 -0.04 0.81
F 14.60606 23.64905 -2.51836 -0.10 0.28 -0.69
F 15.34920 22.70402 -0.67269 0.86 -2.97 1.59
C 18.53792 21.26982 -0.15386 1.45 0.54 0.35
S 18.87332 21.77947 1.60897 0.38 1.07 -0.01
O 18.55335 23.25543 1.83700 0.34 -1.50 -0.47
C 20.73691 21.80259 1.63329 -0.44 0.20 0.53
H 18.51469 20.18058 -0.18707 -0.18 0.05 0.18
H 19.45142 21.60029 -0.64827 -0.20 -0.04 -0.41
H 17.68078 21.72819 -0.64711 -0.25 0.10 0.61
H 21.00693 22.66909 2.23691 -0.52 0.26 0.00
H 21.23739 21.96697 0.67903 -0.23 -0.56 -0.09
H 21.08598 20.97774 2.25448 0.08 -0.42 -0.66
C 17.45845 25.78238 7.14174 -0.07 -0.85 0.14
S 17.00067 24.37326 6.00832 1.46 1.31 -1.67
O 16.42835 25.08725 4.80493 -0.39 -0.40 0.77
C 18.71259 23.97173 5.29162 0.40 0.07 1.26
H 16.56630 26.20639 7.60258 -0.36 -0.18 -0.49
H 17.98001 26.56185 6.58632 0.12 -0.26 -0.03
H 18.00564 25.39375 8.00062 0.47 -0.03 -0.22
H 18.70879 23.52401 4.29783 -0.92 0.27 -0.08
H 19.30638 23.28473 5.89459 -0.33 -0.13 0.48
H 19.30690 24.88513 5.26669 -0.35 0.24 -0.16
C 13.68804 20.53776 3.05782 -0.28 -0.47 0.61
S 13.40889 22.00183 4.13111 0.34 0.28 -2.45
O 14.07969 23.12913 3.34645 -0.89 -1.04 1.22
C 11.61190 22.03027 3.69883 0.38 1.22 0.35
H 13.24124 20.66896 2.07229 0.11 0.38 0.09
H 13.17695 19.71071 3.55063 -0.08 -0.13 0.03
H 14.73334 20.24445 2.96083 0.05 0.48 0.18
H 11.17046 22.92432 4.13921 0.17 0.01 0.45
H 11.07643 21.16833 4.09685 0.21 -0.12 -0.37
H 11.53519 22.24967 2.63390 0.07 -0.71 -0.15
C 14.92895 28.03194 4.47407 0.69 0.55 0.10
S 13.94768 27.39411 3.13369 -0.44 -1.37 -0.87
O 14.89509 26.85301 2.09046 -0.60 0.41 1.06
C 13.09425 25.99588 4.07574 1.65 1.45 -1.27
H 15.62273 27.40187 5.03066 -0.38 -0.65 -0.31
H 14.30798 28.59585 5.17013 -0.08 0.09 -0.16
H 15.55694 28.70284 3.88788 0.04 0.43 0.28
H 12.39510 25.48267 3.41551 -0.15 0.38 0.23
H 12.71695 26.67808 4.83754 -0.51 -0.90 0.47
H 13.92706 25.33639 4.31992 -0.30 -0.04 0.58
```
Positions in Å, forces in eV/Å.

- Maximum force: 3.5 eV Å⁻¹
- Multiplicity: 1
- Highest occupied orbital energy: -8.60 eV
- Relative energy (zero: lowest compared OMol25 entry of this formula, charge and spin): 149.1 kJ/mol
- HOMO-LUMO gap: 8.472 eV

Atom charges from the Mulliken analysis, given in e for atoms 1 to 2: number 1, Rb, carries 0.87; number 2, B, carries 0.50